No. 1
Molecular formula: C17H60O13
Method: DFT, ωB97M-V/def2-TZVPD

ORCA input file:
```
! wB97M-V def2-TZVPD RIJCOSX def2/J DEFGRID3
* xyz 0 1
C -4.08 2.28 -2.44
O -3.01 1.63 -1.66
H -5.00 2.24 -1.91
H -3.86 3.33 -2.64
H -4.12 1.85 -3.47
H -2.39 1.21 -2.24
C -2.15 -0.86 -4.29
O -1.56 -0.11 -3.24
H -1.89 -1.98 -4.14
H -3.20 -0.88 -4.07
H -1.88 -0.51 -5.27
H -1.20 -0.69 -2.55
C 0.83 5.33 0.39
O 1.74 4.49 1.12
H 0.90 6.34 0.70
H 1.11 5.29 -0.65
H -0.23 5.03 0.50
H 1.24 3.67 1.29
C -0.57 1.22 4.30
O -0.05 -0.12 4.06
H -0.71 1.31 5.45
H 0.14 2.00 3.94
H -1.53 1.34 3.81
H -0.77 -0.77 4.05
C 1.08 5.37 4.50
O 1.15 4.09 3.86
H 1.91 5.56 5.12
H 0.83 6.16 3.77
H 0.22 5.25 5.18
H 1.65 4.25 3.05
C -2.13 -3.34 3.44
O -2.58 -2.06 3.86
H -2.97 -4.05 3.45
H -1.65 -3.22 2.46
H -1.48 -3.73 4.18
H -3.22 -1.74 3.24
C -3.40 4.09 0.82
O -2.32 3.43 0.19
H -4.39 3.54 0.68
H -3.30 4.17 1.89
H -3.57 5.12 0.43
H -2.74 2.82 -0.40
C 2.18 -3.79 -2.60
O 1.84 -2.89 -1.53
H 2.90 -3.31 -3.22
H 2.49 -4.72 -2.13
H 1.24 -4.05 -3.05
H 2.53 -2.90 -0.82
C 2.93 1.23 2.68
O 2.13 0.10 2.41
H 3.23 1.39 3.73
H 3.81 1.22 2.09
H 2.42 2.13 2.40
H 1.29 0.19 2.87
C -0.77 -6.03 -1.30
O 0.40 -5.77 -0.49
H -1.24 -6.94 -0.92
H -1.47 -5.17 -1.26
H -0.51 -6.19 -2.34
H 0.72 -4.91 -0.76
C 3.59 -2.83 1.95
O 2.82 -2.06 1.07
H 3.61 -3.83 1.60
H 4.63 -2.55 2.16
H 3.15 -2.87 2.96
H 2.56 -1.26 1.53
C 2.57 0.33 -2.55
C 2.21 -0.44 -3.83
C 1.67 0.31 -5.00
O 3.44 -1.14 -4.31
H 3.11 -0.16 -1.70
H 1.80 0.90 -2.00
H 3.23 1.12 -2.93
H 1.54 -1.27 -3.61
H 0.62 0.51 -4.88
H 1.69 -0.31 -5.90
H 2.17 1.28 -5.19
H 4.15 -0.58 -4.49
C -0.39 -0.14 0.24
C -1.10 -1.48 -0.08
C -2.66 -1.41 -0.04
O -0.85 -1.96 -1.38
H -0.99 0.48 0.85
H -0.22 0.33 -0.74
H 0.52 -0.35 0.73
H -0.78 -2.30 0.58
H -2.91 -0.64 -0.77
H -3.01 -0.96 0.92
H -3.21 -2.35 -0.23
H 0.05 -2.32 -1.46
*
```

E = -45214.4801 eV
E_LUMO = 0.63 eV
frontier orbital gap = 10.58 eV
energy relative to the best compared isomer or geometry (same formula, charge and spin) = 2.190 eV



No. 2
Molecular formula: C17H61AlN19O14
Method: DFT, ωB97M-V/def2-TZVPD

ORCA input file:
```
! wB97M-V def2-TZVPD RIJCOSX def2/J DEFGRID3
* xyz 1 1
Al -0.66 0.47 0.74
O -0.51 -1.53 2.71
H -0.52 -2.50 2.85
O -1.31 0.16 -2.11
H -1.78 -0.61 -2.48
C -4.36 -2.84 3.73
C -3.15 -3.10 4.58
O -2.55 -1.84 4.85
H -5.19 -2.29 4.18
H -4.83 -3.78 3.47
H -4.13 -2.33 2.80
H -2.54 -3.78 3.99
H -3.30 -3.66 5.50
H -1.93 -1.67 4.14
C -1.12 1.74 -6.51
C -0.78 0.91 -5.32
O -1.01 1.76 -4.21
H -1.42 1.27 -7.45
H -0.38 2.54 -6.59
H -2.10 2.16 -6.31
H 0.25 0.55 -5.25
H -1.50 0.09 -5.26
H -1.23 1.19 -3.47
C -3.97 0.99 3.25
O -2.82 0.87 3.04
N -4.60 0.41 4.17
N -4.75 1.85 2.65
H -5.60 0.37 4.18
H -4.04 -0.24 4.71
H -5.63 2.09 3.07
H -4.40 2.29 1.81
C -3.10 3.03 -0.62
O -3.11 2.27 0.27
N -2.75 2.72 -1.86
N -3.34 4.31 -0.60
H -2.75 3.40 -2.60
H -2.29 1.83 -2.03
H -3.45 4.79 0.28
H -3.24 4.87 -1.43
C -3.90 -1.55 -0.33
O -3.27 -0.90 0.51
N -3.57 -1.58 -1.56
N -4.80 -2.44 -0.07
H -3.01 -0.80 -1.87
H -3.74 -2.32 -2.24
H -4.78 -2.72 0.90
H -5.39 -2.96 -0.70
C 1.43 3.13 -1.40
O 1.19 2.15 -0.71
N 1.07 3.26 -2.63
N 2.12 4.18 -0.98
H 1.42 4.09 -3.09
H 0.45 2.59 -3.07
H 2.44 4.84 -1.67
H 2.50 4.18 -0.04
C 2.58 -1.63 0.72
O 2.15 -0.55 0.43
N 1.95 -2.38 1.55
N 3.69 -2.14 0.33
H 2.25 -3.34 1.66
H 1.16 -1.94 1.99
H 3.96 -3.08 0.56
H 4.31 -1.61 -0.27
C -0.87 3.83 3.02
O -0.82 3.31 1.88
N -1.85 4.41 3.56
N 0.05 3.70 3.95
H -2.72 4.43 3.05
H -1.64 4.80 4.47
H 0.63 2.95 3.62
H -0.29 3.50 4.88
C 2.51 1.33 3.07
O 1.39 1.46 2.59
N 3.28 2.34 3.31
N 2.96 0.21 3.60
H 2.93 3.26 3.07
H 4.27 2.18 3.33
H 2.47 -0.67 3.48
H 3.96 0.19 3.45
C 1.00 -1.23 6.05
O 1.40 -1.23 7.21
N 0.15 -0.47 5.40
N 1.23 -2.22 5.16
H -0.56 0.01 5.94
H -0.13 -0.83 4.50
H 1.87 -2.89 5.55
H 0.92 -2.22 4.20
C 0.24 -2.85 -1.75
O -0.46 -2.53 -0.79
N 1.07 -3.84 -1.85
N 0.37 -2.03 -2.73
H 0.97 -4.60 -1.19
H 1.65 -3.87 -2.67
H -0.28 -1.25 -2.73
H 0.89 -2.31 -3.55
C 3.36 -0.44 -2.71
C 3.57 -1.30 -3.94
C 4.86 -0.93 -4.72
O 4.89 -1.71 -5.98
C 6.11 -1.51 -6.67
N 3.60 -2.75 -3.57
H 4.33 -0.37 -2.23
H 2.68 -1.10 -2.17
H 2.96 0.57 -2.84
H 2.63 -1.23 -4.50
H 5.76 -1.12 -4.13
H 4.82 0.14 -4.94
H 6.17 -0.43 -6.68
H 6.09 -1.95 -7.67
H 6.91 -1.97 -6.08
H 4.14 -3.13 -4.33
H 4.26 -2.83 -2.81
*
```

E = -82185.3519 eV
E_LUMO = -6.61 eV
frontier orbital gap = 4.31 eV